Entry 1:
Density functional theory data (ωB97M-V/def2-TZVPD) for C53H45LuN13O2S as an isolated structure.

## Properties
LUMO level ... -2.654 eV
Total charge ... +1
Energy relative to the best compared isomer or geometry (same formula, charge and spin) ... 0.7808 eV
E ... -123614.4052 eV
Kohn-Sham gap ... 6.64 eV

CARTESIAN COORDINATES (ANGSTROEM)
Lu -0.94694 0.23519 0.11457
C -0.73207 1.71683 -4.44466
C -1.13076 0.90502 -3.36927
N -1.28344 1.35521 -2.14250
C -1.09629 2.68881 -1.91459
C -0.62281 3.57049 -2.90786
C -0.44537 3.03074 -4.20186
C -0.39824 4.93216 -2.60515
C -0.70307 5.37803 -1.34937
C -1.22807 4.52179 -0.36513
C -1.43420 3.17458 -0.60346
N -1.98020 2.26425 0.28428
C -2.02244 2.74164 1.61121
C -3.18070 3.00907 2.28867
C -3.16181 3.44977 3.63260
C -1.98408 3.64817 4.29481
C -0.75714 3.39861 3.62796
C 0.51247 3.62165 4.21074
C 1.64064 3.35508 3.49041
C 1.50273 2.81495 2.19222
N 0.34758 2.59552 1.62457
C -0.78182 2.91839 2.30570
H -0.63207 1.28317 -5.42877
H -1.30599 -0.15362 -3.52776
H -0.09962 3.67587 -4.99976
H -0.02103 5.59591 -3.36944
H -0.55768 6.42123 -1.10134
H -1.48710 4.93878 0.59850
H -4.12426 2.88823 1.77077
H -4.09938 3.65990 4.13166
H -1.97050 4.01689 5.31144
H 0.57391 4.01480 5.21808
H 2.62664 3.53588 3.89454
H 2.38505 2.53382 1.62445
N 2.05012 -3.40326 -5.87892
C 2.97438 -3.52500 -6.89938
C 3.07427 -4.39788 -7.97946
C 4.15618 -4.21831 -8.81290
C 5.11218 -3.20995 -8.58607
C 5.00534 -2.35296 -7.51415
C 3.91380 -2.51828 -6.66011
N 3.56852 -1.80178 -5.52545
C 2.46634 -2.35870 -5.10218
C 1.74944 -1.89367 -3.90514
C 2.23329 -0.76444 -3.24360
C 1.56953 -0.31735 -2.11923
N 0.47520 -0.91277 -1.63305
C 0.02054 -1.99681 -2.25839
C 0.62262 -2.52061 -3.39062
H 1.22434 -3.95932 -5.75378
H 2.34749 -5.17671 -8.16156
H 4.27683 -4.87079 -9.66675
H 5.94280 -3.11315 -9.26982
H 5.73371 -1.57625 -7.32954
H 3.11313 -0.25951 -3.61151
H 1.92527 0.55017 -1.57528
H -0.85017 -2.47077 -1.82327
H 0.20710 -3.41283 -3.83886
N -8.43434 -1.60514 -1.65132
C -7.32014 -1.38103 -1.50078
C -5.92246 -1.10211 -1.29299
C -5.04840 -2.12650 -0.95468
C -3.71866 -1.80595 -0.73637
N -3.23983 -0.56329 -0.84756
C -4.08816 0.41359 -1.18433
C -5.43693 0.19331 -1.41297
H -5.39047 -3.14642 -0.85601
H -3.00574 -2.56164 -0.43736
H -3.66484 1.40681 -1.24057
H -6.08886 1.01420 -1.67369
N 1.99317 -3.32070 3.60721
C 1.14752 -3.42512 2.82459
N 0.17849 -3.63290 1.97373
C -0.41603 -2.74994 1.29443
N -1.07025 -2.01660 0.65189
O -2.45144 0.03543 1.94553
S -3.24249 -1.10776 2.56280
C -3.19515 -0.75520 4.34358
C -4.63714 -0.60497 4.81644
C -5.35539 0.13756 3.69350
C -4.97655 -0.60162 2.41511
H -2.66640 0.19864 4.39676
H -2.61807 -1.52803 4.84554
H -4.67269 -0.07166 5.76559
H -5.09330 -1.58409 4.97601
H -5.00326 1.16860 3.64145
H -6.43571 0.15515 3.83059
H -5.02368 -0.01363 1.49833
H -5.56090 -1.51321 2.27795
C 3.90401 -1.22529 4.60735
N 2.77322 -0.56814 3.97265
N 2.65812 -0.53788 2.60501
C 1.38027 -0.21345 2.26636
O 1.06746 -0.05621 1.04607
C 0.65425 -0.12043 3.47098
C 1.54947 -0.36759 4.48991
C 1.30370 -0.47161 5.95076
C 3.77638 -0.52638 1.73033
C 4.83383 0.33856 1.95682
C 5.90257 0.34138 1.07315
C 5.89367 -0.49662 -0.03288
C 4.82193 -1.35255 -0.24986
C 3.75924 -1.38046 0.63866
H 4.37110 -1.88566 3.88312
H 3.53298 -1.84276 5.41987
H 4.61579 -0.48682 4.97387
H -0.38359 0.14223 3.56882
H 0.35750 0.00540 6.19497
H 2.09223 0.00819 6.52783
H 1.25195 -1.51916 6.25143
H 4.81944 1.00366 2.81101
H 6.73623 1.00707 1.24473
H 6.72570 -0.48781 -0.72208
H 4.81946 -2.01388 -1.10597
H 2.92698 -2.05541 0.49745

Atomic partial charges in e from the Mulliken method, atoms 1 to 6: atom 1 (Lu): 2.948, atom 2 (C): -1.271, atom 3 (C): -0.520, atom 4 (N): 0.278, atom 5 (C): 0.284, atom 6 (C): 1.151


Entry 2:
Density functional theory data (ωB97M-V/def2-TZVPD) for C38H31Cl5GeNO3S2Sc as an isolated structure.

## Properties
LUMO level ... 3.794 eV
Total charge ... -2
Energy relative to the best compared isomer or geometry (same formula, charge and spin) ... 4.5127 eV
E ... -209040.9243 eV
Kohn-Sham gap ... 2.97 eV

CARTESIAN COORDINATES (ANGSTROEM)
Sc 0.82905 0.16216 0.21690
Cl -0.57052 3.05947 1.18654
C -1.01935 1.76970 2.33701
C -0.38951 0.55849 2.17782
C -0.70348 -0.38487 3.14845
Cl 0.07869 -1.93860 3.04696
C -1.59358 -0.14530 4.19030
Cl -1.94440 -1.36069 5.37064
C -2.21088 1.10473 4.28639
Cl -3.32921 1.43565 5.56390
C -1.91429 2.08553 3.34926
Cl -2.64144 3.65481 3.44566
S 1.20248 -2.49924 -3.15086
C 2.67205 -3.17717 -3.11811
N 3.75156 -2.79298 -2.35210
C 5.02500 -3.27484 -2.83001
C 4.76539 -4.72234 -3.22963
S 3.12698 -4.66352 -4.00850
H 3.72424 -1.85828 -1.94723
H 5.77370 -3.19491 -2.04057
H 5.38183 -2.71033 -3.70419
H 4.73863 -5.37006 -2.35274
H 5.50297 -5.09612 -3.93868
C 0.85993 -3.52821 -0.16950
C -0.21424 -2.66284 -0.74896
O -0.12050 -1.32021 -0.45935
C -1.42860 -3.18806 -1.17010
C -2.56464 -2.35945 -1.46775
C -3.75140 -2.89506 -1.91641
C -3.92261 -4.27180 -2.11119
C -2.83906 -5.10099 -1.80227
C -1.64224 -4.60028 -1.33866
H 1.75758 -2.93270 0.01827
H 1.15403 -4.32588 -0.86202
H 0.56643 -4.01123 0.77935
H -2.47556 -1.29414 -1.30124
H -4.58662 -2.22578 -2.10880
H -4.86140 -4.67975 -2.46675
H -2.94089 -6.17708 -1.92259
H -0.83835 -5.28965 -1.10996
C 4.66570 1.42551 0.65807
C 4.03246 0.24421 -0.05340
O 4.64941 -0.36883 -0.91636
O 2.82242 -0.01295 0.31390
H 5.49397 1.81738 0.07127
H 5.04577 1.07995 1.62160
H 3.91773 2.19617 0.83978
C 0.47269 2.36229 -0.16447
Ge -0.41104 2.99953 -1.74489
C -0.47813 4.98238 -1.82378
C 0.40779 5.72745 -1.04699
C 0.41792 7.11647 -1.09663
C -0.46454 7.78761 -1.93215
C -1.35380 7.06271 -2.71499
C -1.35762 5.67446 -2.65729
C -2.28526 2.45454 -2.01779
C -3.33721 3.16722 -1.43973
C -4.64773 2.71526 -1.53592
C -4.92750 1.54037 -2.22021
C -3.89340 0.81830 -2.79981
C -2.58601 1.27122 -2.69209
C 0.70227 2.45046 -3.26223
C 1.19217 3.38668 -4.17372
C 2.03263 3.00402 -5.21108
C 2.40408 1.67336 -5.35037
C 1.92834 0.72818 -4.45308
C 1.08255 1.11738 -3.42250
H 1.09911 5.19834 -0.39742
H 1.11472 7.67630 -0.48301
H -0.46136 8.87092 -1.97237
H -2.04711 7.57988 -3.36889
H -2.06099 5.11775 -3.26829
H -3.13377 4.08903 -0.90362
H -5.44907 3.27671 -1.06850
H -5.94649 1.17744 -2.28734
H -4.09333 -0.11475 -3.31059
H -1.79177 0.67506 -3.12889
H 0.92075 4.43153 -4.06873
H 2.40396 3.74792 -5.90750
H 3.06588 1.37335 -6.15473
H 2.20346 -0.31551 -4.54051
H 0.71954 0.34368 -2.74898

Atomic partial charges in e from the Mulliken method, atoms 1 to 6: atom 1 (Sc): -0.515, atom 2 (Cl): -0.107, atom 3 (C): 1.219, atom 4 (C): -1.609, atom 5 (C): 1.712, atom 6 (Cl): -0.209


Entry 3:
Density functional theory data (ωB97M-V/def2-TZVPD) for C16H12F2N2OPdSe as an isolated structure.

## Properties
LUMO level ... 5.194 eV
Total charge ... -2
Energy relative to the best compared isomer or geometry (same formula, charge and spin) ... 0.0000 eV
E ... -96075.2940 eV
Kohn-Sham gap ... 4.52 eV

CARTESIAN COORDINATES (ANGSTROEM)
Pd -0.17419 -0.44428 -0.00124
F 5.19885 -1.22981 -0.87512
C 4.17739 -0.33783 -0.63831
C 2.87752 -0.78193 -0.64099
C 1.78970 0.09463 -0.42007
C 2.16166 1.45745 -0.20675
C 3.48827 1.84605 -0.20306
F 3.82489 3.15871 0.05067
C 4.54247 0.97813 -0.41031
C 1.06752 2.44194 -0.03919
C 1.02696 3.65159 -0.73336
C -0.12257 4.42221 -0.68827
C -1.20209 3.97337 0.06032
C -1.05616 2.78643 0.76263
N 0.04584 2.03964 0.72858
H 2.69969 -1.83471 -0.82475
H 5.57214 1.30252 -0.37749
H 1.88073 3.95185 -1.32633
H -0.18213 5.35163 -1.24449
H -2.13284 4.52508 0.10827
H -1.85956 2.40058 1.38310
Se -2.31856 -1.55256 0.64198
C -3.80840 -0.45074 0.26255
C -4.88238 -0.29225 1.15437
C -5.98177 0.47008 0.80539
N -6.12903 1.11357 -0.35701
C -5.09723 0.98111 -1.20198
C -3.95760 0.24283 -0.95091
H -4.84286 -0.77306 2.12439
H -6.80250 0.57635 1.51294
H -5.19124 1.50607 -2.15028
H -3.16292 0.19707 -1.68505
O 0.98140 -0.70317 2.88925
H 1.05539 0.25680 2.83734
H 0.55860 -0.87366 2.00248

Atomic partial charges in e from the natural (NBO) method, atoms 1 to 6: atom 1 (Pd): -0.237, atom 2 (F): -0.373, atom 3 (C): 0.396, atom 4 (C): -0.371, atom 5 (C): -0.189, atom 6 (C): -0.256